Record 1
Entry from OMol25: an isolated molecule of C21H26N2O4S (ωB97M-V with the def2-TZVPD basis set).

- SMILES: Cc1ccc(C)c(NC(=O)c2ccc(S(=O)(=O)N(C)C[C@@H]3CCCO3)cc2)c1
- Kohn-Sham gap: 8.6 eV

Geometry as XYZ:
```
54
Properties=species:S:1:pos:R:3:forces:R:3:lowdin_charge:R:1
H -0.742714 1.271089 -2.610639 0.0 0.1 -0.1 0.12
C 4.248686 4.338836 4.121767 0.0 0.2 0.4 -0.19
C 3.079780 3.562240 4.722991 0.1 0.0 -0.2 -0.15
N 3.200083 2.560705 0.307989 0.3 -0.9 -0.4 -0.28
H 2.167273 3.523906 1.811732 -0.1 -0.1 0.0 0.14
C -5.825494 -2.919509 -2.348215 0.1 -0.2 0.0 -0.27
C -3.460422 -2.813722 -1.863609 -0.4 -0.2 -0.1 -0.17
H -4.470409 -6.011610 -2.209430 0.0 -0.1 0.0 0.11
H -2.211604 -5.999053 -1.777988 0.1 0.0 0.0 0.08
O 4.520882 3.755200 2.857827 0.0 0.1 -0.2 -0.12
C -3.369655 -4.211705 -1.907384 0.1 0.1 0.0 -0.22
H -1.479754 -2.651930 -1.416660 -0.1 0.2 -0.1 0.11
H 2.057907 1.744868 1.785566 -0.1 0.1 0.2 0.12
H -0.384506 -1.850005 0.287611 0.0 -0.1 0.0 0.12
C 2.731243 2.596995 1.671039 0.1 -0.2 0.5 -0.15
C 1.869582 0.476096 -0.629938 0.4 0.0 0.3 -0.27
H 3.099676 3.566241 5.810156 -0.1 0.0 0.0 0.11
H 4.813245 3.902689 0.553608 0.0 0.0 -0.1 0.09
H 5.142269 4.248224 4.754543 -0.1 0.1 0.0 0.12
C -0.143115 0.750994 -1.879198 0.0 0.0 0.0 0.01
H -7.018212 -1.155144 -2.568079 -0.1 0.1 0.0 0.08
O 4.259991 1.151672 -1.489385 -0.1 0.2 -0.1 -0.28
C 1.330726 -0.603220 0.042259 0.2 0.0 0.1 -0.04
C -2.101537 -0.737625 -1.580426 0.2 0.1 0.1 -0.42
N -2.296448 -2.083151 -1.584901 0.3 -0.5 0.1 0.15
H 4.573108 1.758545 2.384437 -0.1 0.1 0.1 0.14
C -7.137297 -2.234904 -2.581560 0.0 0.0 0.0 -0.05
H -4.726984 -1.109524 -2.047055 0.0 0.0 0.0 0.10
H 4.032654 5.400062 3.972743 0.0 -0.1 0.1 0.12
S 3.535590 1.029075 -0.259684 -0.5 0.2 0.0 0.68
C 3.851713 2.506270 2.730404 -0.3 -0.4 -0.1 -0.31
H 4.446476 3.363275 -1.104117 0.0 0.2 0.0 0.08
H -1.683389 -4.736121 -0.673318 0.1 0.0 0.1 0.08
H 3.381864 4.539774 -0.293285 0.0 0.0 0.0 0.10
C -4.680791 -2.184938 -2.082455 0.0 0.1 0.0 0.03
H 2.396681 1.576148 4.080279 0.0 -0.1 0.0 0.12
H 4.055058 1.635211 4.698089 0.0 -0.1 0.0 0.12
H 1.600754 1.999403 -2.086656 0.0 0.1 -0.1 0.12
C -2.067775 -4.926541 -1.676787 -0.1 0.1 0.0 -0.05
H -7.852985 -2.516492 -1.809772 -0.1 0.0 0.0 0.08
C 3.302229 2.175652 4.123986 0.1 0.1 -0.1 -0.12
H 2.129420 3.975930 4.384537 0.0 0.0 0.0 0.11
H -6.617032 -4.894261 -2.595978 -0.1 -0.1 0.0 0.11
C 1.144262 1.160731 -1.586659 -0.1 0.0 -0.1 -0.03
C 4.016076 3.662377 -0.151942 0.4 0.2 -0.3 -0.07
H -1.313451 -4.620722 -2.403288 0.1 0.0 0.0 0.09
O 4.065185 0.168336 0.763985 -0.3 0.1 0.1 -0.28
H 1.931061 -1.099632 0.788764 0.0 -0.1 0.1 0.11
C 0.045607 -1.022621 -0.258899 -0.1 0.1 -0.2 -0.01
C -5.735600 -4.304815 -2.390510 0.0 0.1 0.0 -0.05
H -7.553739 -2.529969 -3.543627 -0.1 0.0 -0.1 0.08
C -4.523798 -4.932884 -2.172367 0.0 0.1 0.0 -0.05
O -2.938577 0.101296 -1.841141 -0.1 0.0 -0.1 0.09
C -0.693794 -0.351740 -1.229359 0.2 0.1 0.2 -0.12
```
Forces are in eV/Å.



Record 2
Entry from OMol25: C12H17AsCuF6S4 as an isolated structure (ωB97M-V with the def2-TZVPD basis set).

- Kohn-Sham gap: 5.8 eV
- Net charge: +1

Geometry as XYZ:
```
41
Properties=species:S:1:pos:R:3:forces:R:3:lowdin_charge:R:1
H -0.066679 1.149009 3.156787 0.0 0.0 0.0 0.06
C 0.283428 1.982522 2.557030 0.1 0.0 0.0 -0.41
C -1.378471 -0.651179 1.954363 -0.1 0.1 0.1 -0.48
C -1.322154 -1.047509 -2.461698 0.0 0.1 0.0 -0.06
S 0.094458 -1.416867 1.234264 -0.1 0.0 -0.3 0.95
F 3.380498 -1.618743 -3.044510 0.0 0.0 0.0 -0.19
H 2.138920 3.034048 2.221201 0.0 0.0 -0.1 0.09
F 2.122315 0.361469 -3.741359 -0.1 0.0 -0.1 -0.21
C -3.639604 -1.611092 -2.695747 0.0 -0.1 0.0 -0.02
F 4.498247 0.655814 -3.020246 0.0 0.0 0.0 -0.18
H 1.517065 -2.265883 2.951565 0.0 0.0 0.0 0.09
Cu 0.838367 0.725552 -0.339519 0.3 -0.2 0.4 -0.08
F 1.557214 -0.736950 -1.599964 0.3 0.0 0.1 -0.35
S -0.554600 1.885840 0.931488 -0.3 0.3 0.0 0.94
H -2.026995 -3.014227 -2.919666 0.0 0.0 0.0 0.12
H -2.204581 -1.354945 1.848186 0.0 0.0 0.0 0.09
H 2.208120 1.821293 3.480619 0.0 0.0 0.0 0.10
C -2.299118 -1.990267 -2.703322 0.0 0.1 0.0 -0.04
S -0.489378 1.471473 -1.955519 -0.1 0.3 0.0 0.94
C 1.318677 -1.266352 2.565815 0.1 0.1 0.1 -0.47
H -2.589571 1.157831 1.900501 0.0 0.0 0.0 0.11
H 3.130955 -1.296205 1.367001 0.0 0.0 0.0 0.08
F 2.569724 1.428874 -1.612196 0.1 0.3 -0.1 -0.32
H -0.271150 -1.301516 -2.493207 -0.1 0.0 0.0 0.10
H -2.292009 0.447743 0.328359 0.0 0.0 -0.1 0.06
H -0.106530 2.899705 2.999638 0.0 0.0 0.0 0.10
C 2.641723 -0.661299 2.107957 0.0 -0.2 0.1 -0.46
H 3.317370 -0.580684 2.961185 0.0 0.0 0.0 0.10
H -5.068076 -0.021848 -2.462662 0.0 0.0 0.0 0.12
H -1.222122 -0.536579 3.025228 0.0 0.0 0.0 0.08
C -4.021545 -0.294028 -2.442390 0.0 0.0 0.0 -0.05
C -1.690448 0.289314 -2.176497 -0.2 -0.5 -0.2 -0.63
H -4.399929 -2.353294 -2.905839 0.0 0.0 0.0 0.12
C -1.833968 0.653949 1.295124 0.0 -0.1 -0.1 -0.43
As 3.097408 -0.068792 -2.406066 0.0 -0.2 0.0 0.76
F 3.871285 -0.494530 -0.919316 0.1 0.0 0.1 -0.25
H 0.885689 -0.693911 3.384204 0.0 0.0 0.0 0.07
C -3.057082 0.653394 -2.175407 0.1 0.1 0.1 -0.09
C 1.803024 2.032368 2.489172 -0.2 0.1 0.2 -0.45
S 2.585348 0.941805 1.295463 0.1 0.0 -0.3 0.98
H -3.325825 1.684696 -1.980019 0.0 0.0 0.0 0.12
```
Forces are in eV/Å.



Record 3
Entry from OMol25: an isolated molecule of C7H10 (ωB97M-V with the def2-TZVPD basis set).

- SMILES: C=C/C=C/C=C/C
- Kohn-Sham gap: 9.7 eV

Geometry as XYZ:
```
17
Properties=species:S:1:pos:R:3:forces:R:3:lowdin_charge:R:1
H 0.457285 0.674087 1.692892 0.2 0.9 0.3 0.11
C -0.580067 -2.805251 -0.171578 -0.4 -0.1 0.1 -0.19
H 0.253299 4.013047 -0.014367 -0.5 -0.1 0.4 0.07
H 0.723759 -0.678092 -1.030166 -0.3 0.4 -0.2 0.11
H 0.408431 1.793823 -1.180839 0.3 0.0 -0.2 0.11
C 0.582335 1.888847 -0.118534 0.0 0.8 0.7 -0.17
H 0.909002 3.278290 1.501111 0.1 0.1 0.0 0.07
C -0.281425 -1.547467 0.547471 0.9 -0.8 0.3 -0.14
C 0.466398 0.802319 0.620026 0.3 -2.0 -0.6 -0.13
H -0.400486 -1.572479 1.629185 -0.5 0.3 0.0 0.11
C 0.904960 3.245203 0.415585 -0.3 0.4 -0.9 -0.11
H 0.012903 -3.691653 0.027090 0.1 0.0 0.1 0.09
C -1.615301 -2.859211 -1.000415 0.3 0.6 -0.8 0.00
H -2.158322 -1.940580 -1.200825 -0.1 0.0 0.2 0.06
C 0.333620 -0.518688 -0.029546 -0.6 0.2 0.0 -0.12
H -1.866382 -3.666391 -1.675094 0.1 -0.4 0.4 0.05
H 1.849994 3.584195 -0.011996 0.4 -0.3 0.4 0.07
```
Forces are in eV/Å.



Repeat the second record exactly.
Entry from OMol25: C12H17AsCuF6S4 as an isolated structure (ωB97M-V with the def2-TZVPD basis set).

- Kohn-Sham gap: 5.8 eV
- Net charge: +1

Geometry as XYZ:
```
41
Properties=species:S:1:pos:R:3:forces:R:3:lowdin_charge:R:1
H -0.066679 1.149009 3.156787 0.0 0.0 0.0 0.06
C 0.283428 1.982522 2.557030 0.1 0.0 0.0 -0.41
C -1.378471 -0.651179 1.954363 -0.1 0.1 0.1 -0.48
C -1.322154 -1.047509 -2.461698 0.0 0.1 0.0 -0.06
S 0.094458 -1.416867 1.234264 -0.1 0.0 -0.3 0.95
F 3.380498 -1.618743 -3.044510 0.0 0.0 0.0 -0.19
H 2.138920 3.034048 2.221201 0.0 0.0 -0.1 0.09
F 2.122315 0.361469 -3.741359 -0.1 0.0 -0.1 -0.21
C -3.639604 -1.611092 -2.695747 0.0 -0.1 0.0 -0.02
F 4.498247 0.655814 -3.020246 0.0 0.0 0.0 -0.18
H 1.517065 -2.265883 2.951565 0.0 0.0 0.0 0.09
Cu 0.838367 0.725552 -0.339519 0.3 -0.2 0.4 -0.08
F 1.557214 -0.736950 -1.599964 0.3 0.0 0.1 -0.35
S -0.554600 1.885840 0.931488 -0.3 0.3 0.0 0.94
H -2.026995 -3.014227 -2.919666 0.0 0.0 0.0 0.12
H -2.204581 -1.354945 1.848186 0.0 0.0 0.0 0.09
H 2.208120 1.821293 3.480619 0.0 0.0 0.0 0.10
C -2.299118 -1.990267 -2.703322 0.0 0.1 0.0 -0.04
S -0.489378 1.471473 -1.955519 -0.1 0.3 0.0 0.94
C 1.318677 -1.266352 2.565815 0.1 0.1 0.1 -0.47
H -2.589571 1.157831 1.900501 0.0 0.0 0.0 0.11
H 3.130955 -1.296205 1.367001 0.0 0.0 0.0 0.08
F 2.569724 1.428874 -1.612196 0.1 0.3 -0.1 -0.32
H -0.271150 -1.301516 -2.493207 -0.1 0.0 0.0 0.10
H -2.292009 0.447743 0.328359 0.0 0.0 -0.1 0.06
H -0.106530 2.899705 2.999638 0.0 0.0 0.0 0.10
C 2.641723 -0.661299 2.107957 0.0 -0.2 0.1 -0.46
H 3.317370 -0.580684 2.961185 0.0 0.0 0.0 0.10
H -5.068076 -0.021848 -2.462662 0.0 0.0 0.0 0.12
H -1.222122 -0.536579 3.025228 0.0 0.0 0.0 0.08
C -4.021545 -0.294028 -2.442390 0.0 0.0 0.0 -0.05
C -1.690448 0.289314 -2.176497 -0.2 -0.5 -0.2 -0.63
H -4.399929 -2.353294 -2.905839 0.0 0.0 0.0 0.12
C -1.833968 0.653949 1.295124 0.0 -0.1 -0.1 -0.43
As 3.097408 -0.068792 -2.406066 0.0 -0.2 0.0 0.76
F 3.871285 -0.494530 -0.919316 0.1 0.0 0.1 -0.25
H 0.885689 -0.693911 3.384204 0.0 0.0 0.0 0.07
C -3.057082 0.653394 -2.175407 0.1 0.1 0.1 -0.09
C 1.803024 2.032368 2.489172 -0.2 0.1 0.2 -0.45
S 2.585348 0.941805 1.295463 0.1 0.0 -0.3 0.98
H -3.325825 1.684696 -1.980019 0.0 0.0 0.0 0.12
```
Forces are in eV/Å.



Q: Which formula does entry 2 have?
A: C12H17AsCuF6S4



Repeat the second record exactly.
Entry from OMol25: C12H17AsCuF6S4 as an isolated structure (ωB97M-V with the def2-TZVPD basis set).

- Kohn-Sham gap: 5.8 eV
- Net charge: +1

Geometry as XYZ:
```
41
Properties=species:S:1:pos:R:3:forces:R:3:lowdin_charge:R:1
H -0.066679 1.149009 3.156787 0.0 0.0 0.0 0.06
C 0.283428 1.982522 2.557030 0.1 0.0 0.0 -0.41
C -1.378471 -0.651179 1.954363 -0.1 0.1 0.1 -0.48
C -1.322154 -1.047509 -2.461698 0.0 0.1 0.0 -0.06
S 0.094458 -1.416867 1.234264 -0.1 0.0 -0.3 0.95
F 3.380498 -1.618743 -3.044510 0.0 0.0 0.0 -0.19
H 2.138920 3.034048 2.221201 0.0 0.0 -0.1 0.09
F 2.122315 0.361469 -3.741359 -0.1 0.0 -0.1 -0.21
C -3.639604 -1.611092 -2.695747 0.0 -0.1 0.0 -0.02
F 4.498247 0.655814 -3.020246 0.0 0.0 0.0 -0.18
H 1.517065 -2.265883 2.951565 0.0 0.0 0.0 0.09
Cu 0.838367 0.725552 -0.339519 0.3 -0.2 0.4 -0.08
F 1.557214 -0.736950 -1.599964 0.3 0.0 0.1 -0.35
S -0.554600 1.885840 0.931488 -0.3 0.3 0.0 0.94
H -2.026995 -3.014227 -2.919666 0.0 0.0 0.0 0.12
H -2.204581 -1.354945 1.848186 0.0 0.0 0.0 0.09
H 2.208120 1.821293 3.480619 0.0 0.0 0.0 0.10
C -2.299118 -1.990267 -2.703322 0.0 0.1 0.0 -0.04
S -0.489378 1.471473 -1.955519 -0.1 0.3 0.0 0.94
C 1.318677 -1.266352 2.565815 0.1 0.1 0.1 -0.47
H -2.589571 1.157831 1.900501 0.0 0.0 0.0 0.11
H 3.130955 -1.296205 1.367001 0.0 0.0 0.0 0.08
F 2.569724 1.428874 -1.612196 0.1 0.3 -0.1 -0.32
H -0.271150 -1.301516 -2.493207 -0.1 0.0 0.0 0.10
H -2.292009 0.447743 0.328359 0.0 0.0 -0.1 0.06
H -0.106530 2.899705 2.999638 0.0 0.0 0.0 0.10
C 2.641723 -0.661299 2.107957 0.0 -0.2 0.1 -0.46
H 3.317370 -0.580684 2.961185 0.0 0.0 0.0 0.10
H -5.068076 -0.021848 -2.462662 0.0 0.0 0.0 0.12
H -1.222122 -0.536579 3.025228 0.0 0.0 0.0 0.08
C -4.021545 -0.294028 -2.442390 0.0 0.0 0.0 -0.05
C -1.690448 0.289314 -2.176497 -0.2 -0.5 -0.2 -0.63
H -4.399929 -2.353294 -2.905839 0.0 0.0 0.0 0.12
C -1.833968 0.653949 1.295124 0.0 -0.1 -0.1 -0.43
As 3.097408 -0.068792 -2.406066 0.0 -0.2 0.0 0.76
F 3.871285 -0.494530 -0.919316 0.1 0.0 0.1 -0.25
H 0.885689 -0.693911 3.384204 0.0 0.0 0.0 0.07
C -3.057082 0.653394 -2.175407 0.1 0.1 0.1 -0.09
C 1.803024 2.032368 2.489172 -0.2 0.1 0.2 -0.45
S 2.585348 0.941805 1.295463 0.1 0.0 -0.3 0.98
H -3.325825 1.684696 -1.980019 0.0 0.0 0.0 0.12
```
Forces are in eV/Å.



Q: Kohn-Sham gap of number 2 (C12H17AsCuF6S4)?
A: 5.8 eV